1.
{
  "formula": "C32H29F3N2O2S",
  "method": "wB97M-V/def2-TZVPD",
  "fmax_ev_per_a": 4.230,
  "total_charge": 0,
  "lumo_energy_ev": -2.80,
  "homo_energy_ev": -4.66,
  "homo_lumo_gap_ev": 1.86,
  "elements": ["F", "C", "F", "F", "C", "C", "C", "C", "C", "S", "C", "C", "C", "C", "C", "C", "O", "O", "C", "C", "H", "H", "H", "H", "H", "H", "H", "H", "H", "H", "C", "N", "C", "C", "C", "C", "C", "C", "C", "C", "C", "C", "C", "C", "C", "N", "C", "C", "C", "C", "H", "H", "H", "H", "H", "H", "H", "H", "H", "H", "H", "H", "H", "H", "H", "H", "H", "H", "H"],
  "positions_angstrom": [[-6.01139, 1.83802, -2.59439], [-6.17499, 2.72002, -1.58873], [-6.19837, 3.97682, -2.07715], [-7.32057, 2.45942, -0.92942], [-5.01384, 2.59214, -0.60953], [-4.58916, 3.70841, 0.10123], [-3.54904, 3.62669, 0.98777], [-2.88377, 2.38942, 1.21099], [-1.85144, 2.29675, 2.10494], [-1.03821, 0.72184, 2.36729], [0.19000, 1.08735, 3.61158], [1.45609, 1.48642, 3.25711], [2.39083, 1.76071, 4.23643], [2.05692, 1.61874, 5.56880], [0.78727, 1.20695, 5.91957], [-0.14441, 0.94339, 4.93539], [-2.10903, -0.15198, 2.97701], [-0.34260, 0.35739, 1.07933], [-3.34374, 1.25879, 0.47736], [-4.38590, 1.36869, -0.40445], [-5.09765, 4.64487, -0.06494], [-3.21743, 4.49967, 1.52423], [-1.53923, 3.15152, 2.66518], [1.71820, 1.54346, 2.21377], [3.38341, 2.07700, 3.95831], [2.78703, 1.82717, 6.33587], [0.52453, 1.08279, 6.95820], [-1.13293, 0.59657, 5.18605], [-2.85723, 0.31010, 0.63857], [-4.73595, 0.51225, -0.95963], [-3.13383, -4.09975, -3.96421], [-1.69286, -4.21517, -3.73868], [-1.14077, -5.54865, -3.98391], [-0.89758, -3.11124, -3.27832], [-0.72031, -2.86845, -1.90394], [0.04096, -1.82139, -1.46266], [0.67335, -0.94060, -2.37351], [1.58142, 0.06334, -1.93333], [2.46685, -0.09696, -0.83556], [3.36568, 0.89832, -0.29635], [3.51356, 2.26870, -0.54250], [4.49920, 2.95973, 0.12288], [5.34606, 2.31017, 1.02869], [5.22108, 0.96337, 1.27626], [4.21876, 0.24760, 0.61509], [3.84994, -1.10796, 0.64381], [4.51982, -2.17503, 1.38078], [2.80311, -1.30354, -0.21572], [0.43468, -1.15040, -3.75396], [-0.30317, -2.21772, -4.18851], [-3.47423, -3.08816, -3.75589], [-3.36683, -4.34125, -4.99863], [-3.66894, -4.78987, -3.31576], [-0.07179, -5.56645, -3.78499], [-1.62957, -6.27722, -3.34072], [-1.30907, -5.83268, -5.02037], [-1.19797, -3.52904, -1.20175], [0.13116, -1.61819, -0.40895], [1.73395, 0.91812, -2.57161], [2.86468, 2.75980, -1.24679], [4.63184, 4.01323, -0.06613], [6.11412, 2.87438, 1.53314], [5.88897, 0.45250, 1.94652], [5.34115, -1.78758, 1.97728], [3.81162, -2.66772, 2.04235], [4.91402, -2.91514, 0.68776], [2.38795, -2.26582, -0.45390], [0.90023, -0.48829, -4.46321], [-0.40465, -2.41634, -5.24140]],
  "forces_ev_per_angstrom": [[-0.918, 0.261, -0.385], [2.928, -0.234, 2.352], [-0.918, -0.309, -0.524], [-0.797, 0.147, -0.954], [-0.660, 0.173, -0.839], [-0.086, -0.016, -0.080], [-0.002, -0.341, -0.081], [-0.715, -0.357, -0.695], [2.196, -1.329, 1.103], [-3.434, 2.157, -1.203], [-0.204, -0.438, -0.375], [0.364, -0.010, -0.490], [0.177, 0.039, -0.081], [0.157, 0.090, 0.200], [-0.030, -0.004, 0.160], [-0.542, -0.227, 0.392], [3.030, 0.260, -1.202], [-0.408, -0.781, 2.216], [-0.129, 0.181, -0.090], [-0.089, 0.157, -0.091], [0.017, 0.224, 0.039], [0.047, 0.198, 0.133], [0.478, 0.078, 0.428], [-0.002, 0.122, -0.243], [0.162, 0.056, -0.071], [0.098, 0.030, 0.084], [-0.056, -0.006, 0.118], [-0.199, -0.027, 0.022], [-0.136, -0.102, -0.113], [0.037, -0.227, -0.044], [0.836, 0.238, 0.209], [0.339, 0.316, 0.080], [-0.104, 0.977, 0.265], [-0.382, -0.388, -0.051], [-0.292, -0.504, -0.728], [0.588, 0.605, 0.029], [-0.603, -0.632, -0.134], [1.239, -1.069, 1.205], [-1.193, 0.820, -1.348], [0.510, 0.343, 0.162], [-0.125, -0.599, 0.063], [0.123, 0.001, 0.072], [-0.160, 0.125, -0.193], [-0.213, -0.918, 0.040], [-0.408, 0.862, -0.452], [-1.231, -0.373, -1.036], [-0.131, -0.160, -0.016], [1.318, 0.242, 1.071], [0.342, 0.533, 0.646], [-0.261, -0.663, 0.135], [0.011, 0.027, 0.018], [-0.158, -0.030, -0.223], [-0.212, -0.106, 0.120], [0.041, 0.033, 0.015], [-0.038, -0.249, 0.117], [0.025, -0.160, -0.221], [-0.148, -0.087, 0.164], [-0.121, 0.145, 0.300], [-0.078, 0.371, -0.013], [-0.143, 0.179, -0.077], [-0.005, 0.110, 0.021], [0.087, 0.029, 0.062], [0.181, 0.011, 0.255], [-0.098, 0.177, -0.089], [-0.041, 0.062, 0.073], [0.056, 0.031, -0.067], [0.156, -0.265, 0.272], [0.065, 0.166, -0.226], [-0.140, 0.039, -0.209]]
}

2.
{
  "formula": "C4H13NO2",
  "method": "wB97M-V/def2-TZVPD",
  "fmax_ev_per_a": 1.255,
  "total_charge": 0,
  "lumo_energy_ev": 0.57,
  "homo_energy_ev": -8.37,
  "homo_lumo_gap_ev": 8.93,
  "de_lowest_ev": 0.6410,
  "elements": ["N", "C", "C", "C", "C", "H", "H", "H", "H", "H", "H", "H", "H", "H", "H", "H", "O", "H", "H", "O"],
  "positions_angstrom": [[1.22349, 1.03768, -0.30509], [2.13781, 0.75026, 0.79257], [1.32348, 1.09675, 2.05722], [-0.12943, 0.87435, 1.62630], [-0.08665, 1.42093, 0.19834], [1.20385, 0.38205, -1.06748], [2.50611, -0.27794, 0.79209], [2.98405, 1.42768, 0.76343], [1.66356, 0.57163, 2.95198], [1.40807, 2.17337, 2.24635], [-0.37332, -0.19265, 1.65457], [-0.83448, 1.35287, 2.30885], [-0.94439, 1.14690, -0.40196], [-0.12240, 2.51745, 0.29523], [-0.88095, -2.75544, -4.25539], [-1.27746, -2.05115, -2.94298], [-0.81803, -2.82003, -3.29817], [-3.32258, -1.55589, -0.83727], [-2.68471, -2.95066, -1.07056], [-2.97602, -2.14815, -1.50803]],
  "forces_ev_per_angstrom": [[-0.232, 0.051, -0.753], [-0.301, 0.350, 0.412], [-0.148, 0.191, -0.156], [0.103, -0.591, 0.474], [0.068, 0.693, 1.044], [0.057, -0.181, 0.184], [-0.096, -0.043, 0.001], [0.431, -0.061, -0.161], [-0.174, -0.066, -0.120], [0.245, -0.118, 0.078], [0.056, -0.044, -0.232], [-0.019, 0.228, -0.223], [0.101, -0.378, -0.390], [-0.097, -0.048, -0.170], [-0.039, 0.062, 0.061], [-0.212, -0.095, -0.007], [0.235, -0.057, -0.031], [0.006, -0.111, 0.186], [0.016, -0.050, 0.137], [0.001, 0.267, -0.334]]
}